(1)
Formula: C43H73NO25Si
Source: the Open Molecules 2025 dataset
Level of theory: ωB97M-V/def2-TZVPD

Summary:
SMILES string	CCCCCCCCCCCCCCC[Si@H](CC=O)CCN.O=C1OCCO1.O=C1OCCO1.O=C1OCCO1.O=C1OCCO1.O=C1OCCO1.O=C1OCCO1.O=C1OCCO1.O=C1OCCO1
HOMO	-9.1	eV

Element x y z (Å)
C: -3.440 -2.055 3.034
C: -2.013 -1.697 3.538
C: -1.483 -0.362 2.935
C: -1.734 0.811 3.916
C: -2.018 2.158 3.221
C: -0.777 2.869 2.603
C: 0.595 2.393 3.116
C: 1.679 2.942 2.139
C: 3.080 3.009 2.815
C: 4.246 2.892 1.788
C: 5.249 1.748 2.122
C: 5.239 0.594 1.065
C: 6.456 0.820 0.135
C: 6.460 -0.151 -1.095
C: 6.468 0.680 -2.415
Si: 7.370 -0.150 -3.876
C: 9.029 -0.923 -3.319
C: 9.496 -2.104 -4.147
O: 10.162 -2.001 -5.139
C: 7.763 1.264 -5.107
C: 7.629 0.859 -6.586
N: 8.693 -0.039 -7.026
H: -3.513 -3.121 2.798
H: -3.676 -1.457 2.149
H: -4.217 -1.865 3.784
H: -2.054 -1.656 4.631
H: -1.343 -2.516 3.256
H: -1.984 -0.215 1.976
H: -0.404 -0.512 2.817
H: -0.948 0.895 4.672
H: -2.651 0.549 4.464
H: -2.552 2.805 3.922
H: -2.713 1.946 2.398
H: -0.801 2.832 1.510
H: -0.852 3.930 2.876
H: 0.722 1.310 3.108
H: 0.851 2.821 4.091
H: 1.785 2.246 1.298
H: 1.434 3.945 1.778
H: 3.177 3.979 3.314
H: 3.143 2.205 3.555
H: 4.817 3.828 1.826
H: 3.848 2.794 0.773
H: 6.260 2.176 2.101
H: 5.072 1.377 3.136
H: 5.349 -0.335 1.629
H: 4.307 0.621 0.496
H: 7.402 0.742 0.685
H: 6.381 1.863 -0.199
H: 5.569 -0.782 -1.082
H: 7.342 -0.790 -0.984
H: 6.964 1.647 -2.277
H: 5.426 0.821 -2.721
H: 6.488 -1.137 -4.543
H: 8.975 -1.274 -2.280
H: 9.816 -0.160 -3.349
H: 9.254 -3.132 -3.808
H: 8.716 1.748 -4.871
H: 6.979 2.018 -4.929
H: 7.698 1.795 -7.176
H: 6.640 0.453 -6.814
H: 8.536 -0.307 -7.988
H: 9.595 0.412 -6.978
O: 4.215 -1.626 2.868
C: 4.880 -2.597 2.702
O: 5.205 -3.484 3.670
C: 5.828 -4.611 3.044
C: 6.344 -4.022 1.756
O: 5.422 -2.953 1.512
H: 6.619 -5.013 3.673
H: 5.075 -5.385 2.879
H: 7.343 -3.602 1.862
H: 6.341 -4.735 0.934
O: 9.319 -3.365 3.007
C: 9.397 -2.178 2.976
O: 10.398 -1.485 2.385
C: 10.013 -0.106 2.351
C: 9.017 -0.017 3.482
O: 8.483 -1.344 3.523
H: 10.876 0.539 2.493
H: 9.563 0.110 1.379
H: 9.489 0.203 4.441
H: 8.229 0.711 3.299
O: 11.931 -6.254 -9.895
C: 11.580 -5.818 -8.849
O: 10.970 -4.619 -8.679
C: 10.500 -4.552 -7.327
C: 11.405 -5.528 -6.620
O: 11.736 -6.454 -7.659
H: 10.582 -3.541 -6.935
H: 9.452 -4.860 -7.303
H: 12.323 -5.060 -6.258
H: 10.916 -6.036 -5.792
O: -5.805 1.188 4.186
C: -6.592 0.404 3.759
O: -6.595 -0.064 2.486
C: -7.534 -1.147 2.425
C: -8.458 -0.843 3.575
O: -7.601 -0.135 4.480
H: -8.046 -1.162 1.467
H: -6.995 -2.087 2.554
H: -9.285 -0.194 3.289
H: -8.858 -1.739 4.042
O: -10.784 -1.204 1.526
C: -10.607 -1.263 0.348
O: -11.090 -0.368 -0.538
C: -10.481 -0.644 -1.810
C: -10.099 -2.094 -1.683
O: -9.893 -2.231 -0.268
H: -11.182 -0.463 -2.622
H: -9.618 0.006 -1.936
H: -10.901 -2.768 -1.990
H: -9.197 -2.341 -2.236
O: -8.437 -0.413 -4.268
C: -8.295 0.766 -4.291
O: -7.263 1.400 -4.892
C: -7.553 2.800 -4.906
C: -8.519 2.943 -3.756
O: -9.146 1.656 -3.716
H: -6.645 3.383 -4.772
H: -8.003 3.057 -5.866
H: -8.015 3.120 -2.803
H: -9.256 3.726 -3.917
O: -9.121 6.963 4.879
C: -8.448 5.999 4.720
O: -8.126 5.114 5.695
C: -7.507 3.981 5.076
C: -6.982 4.562 3.788
O: -7.898 5.633 3.535
H: -6.720 3.572 5.704
H: -8.264 3.211 4.910
H: -5.976 4.974 3.894
H: -6.986 3.847 2.969
O: -14.272 -0.768 -2.924
C: -14.583 -0.407 -1.836
O: -15.238 0.749 -1.567
C: -15.626 0.723 -0.191
C: -14.632 -0.242 0.405
O: -14.323 -1.096 -0.698
H: -15.567 1.718 0.246
H: -16.655 0.364 -0.118
H: -13.715 0.252 0.734
H: -15.043 -0.814 1.234

Cartesian forces (eV/Å) of the 2 atoms listed first:
C 0.1683 0.0253 0.2619
C -0.5598 -0.0891 -0.5197

Here are the Mulliken charges for atoms 1 to 2, given in e: -0.848, -0.832

(2)
Formula: C43H76BrF10N6O12PS
Source: the Open Molecules 2025 dataset
Level of theory: ωB97M-V/def2-TZVPD

Summary:
ΔE to the lowest compared entry with this formula, charge and spin	0.0	kcal per mole
SMILES string	O=C1C(C[C@H]2CO2)=C(C(F)(F)c2cccc(C(F)(F)F)c2)C(=O)C(S(=O)(=O)C(F)(F)C(F)(F)F)=C1P(O)Br.COC[C@@H](C)N.COC[C@@H](C)N.COC[C@@H](C)N.COC[C@@H](C)N.COC[C@@H](C)N.COC[C@@H](C)N
HOMO	-8.7	eV

Element x y z (Å)
O: 0.664 -5.910 3.311
C: 0.783 -5.411 2.219
C: 1.471 -6.145 1.108
C: 1.457 -7.624 1.262
C: 0.060 -8.203 0.930
C: -0.773 -7.456 -0.220
O: -0.119 -8.915 -0.175
C: 2.004 -5.438 0.104
C: 2.755 -6.009 -1.092
F: 2.225 -7.198 -1.469
F: 2.540 -5.150 -2.136
C: 4.244 -6.115 -0.851
C: 5.081 -5.105 -1.287
C: 6.441 -5.180 -1.050
C: 6.972 -6.258 -0.366
C: 6.127 -7.256 0.077
C: 6.714 -8.417 0.817
F: 7.382 -9.250 -0.009
F: 7.603 -8.019 1.747
F: 5.784 -9.155 1.447
C: 4.772 -7.198 -0.172
C: 1.916 -3.963 0.177
O: 2.758 -3.222 -0.283
C: 0.763 -3.376 0.921
S: 0.121 -1.755 0.513
O: -0.032 -0.981 1.706
O: -1.037 -1.967 -0.308
C: 1.328 -0.732 -0.500
F: 0.711 0.459 -0.494
F: 2.487 -0.595 0.138
C: 1.541 -1.178 -2.000
F: 2.840 -1.253 -2.269
F: 1.005 -0.271 -2.816
F: 0.977 -2.358 -2.247
C: 0.195 -4.063 1.916
P: -1.319 -3.421 2.845
O: -2.246 -4.752 2.754
Br: -0.612 -3.504 4.962
H: 1.601 -7.885 2.310
H: 2.164 -8.140 0.628
H: -0.540 -8.532 1.785
H: -1.674 -7.505 0.458
H: -1.393 -7.658 -1.091
H: 4.689 -4.239 -1.797
H: 7.098 -4.396 -1.395
H: 8.036 -6.312 -0.190
H: 4.126 -7.987 0.178
H: -2.221 -5.282 3.562
C: -6.027 0.789 -1.517
O: -4.651 0.467 -1.504
C: -3.908 1.021 -0.437
C: -4.007 0.261 0.893
C: -5.324 0.482 1.631
N: -3.775 -1.173 0.733
H: -6.203 1.804 -1.147
H: -6.616 0.084 -0.926
H: -6.366 0.730 -2.551
H: -2.866 0.991 -0.765
H: -4.176 2.080 -0.304
H: -3.206 0.650 1.531
H: -6.143 -0.095 1.201
H: -5.224 0.171 2.672
H: -5.608 1.539 1.618
H: -2.840 -1.310 0.359
H: -4.398 -1.515 0.006
C: -3.479 1.987 8.460
O: -4.779 1.802 7.938
C: -5.016 2.390 6.673
C: -4.518 1.574 5.475
C: -3.008 1.627 5.265
N: -4.935 0.170 5.560
H: -3.076 2.967 8.186
H: -2.790 1.208 8.124
H: -3.552 1.930 9.545
H: -6.103 2.475 6.596
H: -4.611 3.411 6.646
H: -4.987 2.009 4.586
H: -2.471 0.995 5.972
H: -2.756 1.275 4.264
H: -2.638 2.650 5.368
H: -5.950 0.126 5.582
H: -4.649 -0.180 6.471
C: 0.404 4.879 -5.443
O: 0.556 3.540 -5.018
C: 1.764 3.248 -4.344
C: 1.783 3.625 -2.858
C: 1.946 5.121 -2.602
N: 0.596 3.148 -2.145
H: 1.362 5.313 -5.746
H: -0.053 5.502 -4.670
H: -0.266 4.873 -6.304
H: 1.878 2.163 -4.419
H: 2.613 3.700 -4.876
H: 2.653 3.123 -2.423
H: 1.014 5.661 -2.767
H: 2.238 5.292 -1.566
H: 2.714 5.554 -3.246
H: 0.553 2.136 -2.212
H: -0.222 3.468 -2.655
C: 3.415 -1.225 5.692
O: 3.068 -1.138 4.327
C: 4.093 -0.738 3.443
C: 5.059 -1.868 3.056
C: 6.081 -2.213 4.134
N: 4.346 -3.093 2.682
H: 4.132 -0.456 5.994
H: 3.825 -2.211 5.929
H: 2.502 -1.098 6.272
H: 3.572 -0.407 2.541
H: 4.638 0.131 3.836
H: 5.613 -1.518 2.179
H: 5.640 -2.806 4.934
H: 6.891 -2.802 3.705
H: 6.514 -1.312 4.574
H: 3.743 -2.896 1.888
H: 3.703 -3.306 3.441
C: -3.813 4.552 2.592
O: -4.815 4.825 3.553
C: -5.662 5.917 3.257
C: -6.807 5.592 2.288
C: -6.370 5.466 0.831
N: -7.533 4.377 2.667
H: -3.425 5.464 2.130
H: -4.186 3.880 1.814
H: -2.997 4.044 3.106
H: -6.101 6.210 4.214
H: -5.071 6.770 2.897
H: -7.509 6.429 2.349
H: -5.883 4.510 0.637
H: -7.238 5.523 0.176
H: -5.681 6.266 0.552
H: -7.938 4.499 3.591
H: -6.853 3.630 2.785
C: 1.819 3.783 -8.551
O: 2.805 3.547 -9.538
C: 2.544 4.116 -10.805
C: 2.902 5.602 -10.931
C: 1.908 6.539 -10.251
N: 4.248 5.898 -10.432
H: 0.815 3.803 -8.984
H: 2.008 4.716 -8.015
H: 1.870 2.967 -7.830
H: 3.170 3.557 -11.505
H: 1.499 3.938 -11.093
H: 2.890 5.833 -12.001
H: 2.046 6.557 -9.170
H: 2.049 7.557 -10.611
H: 0.878 6.245 -10.460
H: 4.930 5.370 -10.967
H: 4.319 5.521 -9.491

Cartesian forces (eV/Å) of the 2 atoms listed first:
O -0.0628 -0.0774 -0.1346
C -0.2857 -0.1080 -0.1446

Here are the Mulliken charges for atoms 1 to 2, given in e: -0.592, 0.137

(3)
Formula: C43H77F3N14O3S
Source: the Open Molecules 2025 dataset
Level of theory: ωB97M-V/def2-TZVPD

Summary:
net charge	+6
HOMO	-20.5	eV

Element x y z (Å)
C: -20.179 21.718 -8.219
C: -20.009 21.591 -9.723
N: -19.033 20.526 -10.038
C: -17.667 20.622 -9.942
C: -17.163 19.368 -9.920
N: -18.219 18.516 -10.205
C: -19.332 19.254 -10.271
C: -18.216 17.049 -10.019
H: -20.775 22.591 -7.961
H: -19.221 21.835 -7.708
H: -20.662 20.848 -7.768
H: -19.667 22.544 -10.116
H: -20.944 21.254 -10.165
H: -17.193 21.577 -9.782
H: -16.163 18.970 -9.928
H: -20.313 18.814 -10.193
H: -18.717 16.824 -9.076
H: -17.182 16.762 -9.863
H: -18.757 16.539 -10.809
C: -9.131 13.347 -19.021
C: -9.758 14.200 -17.920
N: -10.483 13.415 -16.906
C: -10.182 12.109 -16.582
C: -11.006 11.771 -15.565
N: -11.797 12.863 -15.281
C: -11.513 13.809 -16.184
C: -12.675 12.962 -14.114
H: -8.794 14.052 -19.783
H: -9.881 12.727 -19.507
H: -8.235 12.836 -18.678
H: -10.382 14.971 -18.369
H: -8.957 14.746 -17.416
H: -9.365 11.574 -17.030
H: -11.121 10.892 -14.955
H: -11.947 14.794 -16.186
H: -13.632 12.477 -14.308
H: -12.876 14.019 -13.951
H: -12.204 12.540 -13.232
C: -18.957 14.397 -5.734
C: -20.378 14.832 -6.135
N: -21.396 13.875 -5.645
C: -21.545 12.601 -6.132
C: -22.704 12.098 -5.648
N: -23.306 13.127 -4.952
C: -22.515 14.182 -4.984
C: -24.574 13.057 -4.221
H: -18.377 15.328 -5.681
H: -18.456 13.981 -6.611
H: -18.816 13.861 -4.803
H: -20.431 14.740 -7.220
H: -20.604 15.842 -5.814
H: -20.821 12.134 -6.777
H: -23.207 11.155 -5.765
H: -22.736 15.111 -4.482
H: -25.052 14.033 -4.182
H: -24.337 12.791 -3.189
H: -25.285 12.330 -4.600
C: -14.647 9.541 -2.437
C: -15.910 10.354 -2.690
N: -15.970 10.858 -4.064
C: -16.464 10.237 -5.179
C: -16.188 11.017 -6.255
N: -15.491 12.095 -5.768
C: -15.397 11.987 -4.446
C: -14.838 13.178 -6.526
H: -13.705 10.074 -2.520
H: -14.624 8.730 -3.177
H: -14.747 8.986 -1.506
H: -15.900 11.236 -2.038
H: -16.795 9.871 -2.279
H: -16.998 9.305 -5.115
H: -16.302 10.788 -7.298
H: -14.975 12.747 -3.809
H: -15.476 14.055 -6.387
H: -15.090 13.034 -7.576
H: -13.794 13.276 -6.272
C: -21.709 15.729 -13.940
C: -20.662 15.027 -14.802
N: -19.290 15.582 -14.654
C: -18.989 16.924 -14.828
C: -17.652 17.019 -14.679
N: -17.147 15.763 -14.439
C: -18.166 14.912 -14.487
C: -15.732 15.372 -14.344
H: -21.412 15.922 -12.910
H: -22.526 15.003 -13.932
H: -22.075 16.632 -14.419
H: -20.862 15.304 -15.840
H: -20.644 13.943 -14.751
H: -19.763 17.671 -14.835
H: -17.015 17.884 -14.585
H: -18.173 13.858 -14.267
H: -15.089 16.042 -14.920
H: -15.629 14.392 -14.792
H: -15.437 15.630 -13.329
C: -19.235 9.854 -11.429
C: -19.710 10.787 -12.555
N: -20.990 11.441 -12.321
C: -21.291 12.432 -11.416
C: -22.619 12.675 -11.552
N: -23.105 11.820 -12.510
C: -22.110 11.076 -12.953
C: -24.450 11.837 -13.072
H: -19.920 9.014 -11.315
H: -19.065 10.332 -10.463
H: -18.231 9.521 -11.701
H: -19.799 10.122 -13.412
H: -18.913 11.510 -12.721
H: -20.490 12.937 -10.897
H: -23.270 13.309 -10.975
H: -22.154 10.307 -13.706
H: -25.137 11.219 -12.495
H: -24.467 11.363 -14.055
H: -24.862 12.828 -13.237
C: -14.429 9.089 -11.630
C: -14.504 7.723 -10.990
N: -15.800 7.524 -10.293
C: -16.236 8.198 -9.158
C: -17.393 7.592 -8.802
N: -17.657 6.602 -9.714
C: -16.685 6.598 -10.619
C: -18.752 5.636 -9.650
H: -13.441 9.246 -12.064
H: -14.578 9.871 -10.882
H: -15.136 9.245 -12.445
H: -13.675 7.459 -10.340
H: -14.565 6.946 -11.755
H: -15.819 9.182 -9.029
H: -18.170 7.882 -8.115
H: -16.572 5.907 -11.440
H: -19.093 5.459 -8.636
H: -18.480 4.688 -10.107
H: -19.584 6.004 -10.254
C: -15.590 13.702 -10.676
F: -15.316 13.025 -11.805
F: -14.553 13.514 -9.855
F: -15.607 15.009 -10.956
S: -17.159 13.178 -9.808
O: -17.063 11.787 -9.411
O: -17.190 14.110 -8.694
O: -18.180 13.456 -10.812

Cartesian forces (eV/Å) of the 2 atoms listed first:
C 0.2332 -0.1520 0.5812
C -0.3316 -0.1569 0.4836

Here are the Mulliken charges for atoms 1 to 2, given in e: -1.076, -0.426